# 1
C49H40BrN5O5RuS3 as an isolated structure at a distorted geometry, computed with the ωB97M-V functional and the def2-TZVPD basis.

XYZ file:
```
104
Properties=species:S:1:pos:R:3:forces:R:3
Ru 0.208521 0.727570 -0.064792 0.1 -0.9 0.6
Br 2.871441 -2.768786 -3.873522 0.0 0.0 0.0
S -0.605846 3.365856 -1.452903 0.0 -0.1 0.1
S 2.804459 -0.313895 1.593320 0.2 -0.2 0.1
S -0.490879 -1.381626 2.763246 0.2 0.1 -0.1
O -1.804797 4.022107 -1.037420 0.0 0.0 0.0
O 2.716739 -0.993920 2.857681 -0.1 0.0 -0.1
O -0.570096 -1.176585 1.251717 0.0 0.1 0.0
O 2.823986 -1.122634 0.405828 -0.1 0.0 -0.1
O 0.529440 3.295059 -0.554180 0.0 0.1 -0.1
N 1.702571 0.376003 -1.547971 -0.1 0.1 0.0
N -0.910638 1.721751 -1.625130 -0.1 0.2 -0.1
N -0.929074 1.618584 1.419184 0.0 0.1 -0.2
N -1.270715 -0.847770 -1.336277 -0.1 0.0 -0.2
N 1.554360 0.732811 1.433017 -0.1 0.5 0.2
C 6.610345 0.774166 2.053457 0.0 0.0 0.0
C 1.286982 2.395574 4.805926 0.0 0.0 -0.1
C 0.665376 3.170622 -3.856371 0.0 0.0 0.0
C 1.863519 1.700522 3.717629 0.0 0.1 0.2
C -2.217394 -2.931593 -2.045270 0.0 0.0 0.0
C -0.126824 5.737059 -4.608537 0.0 0.0 0.0
C -2.200688 -1.311175 3.346787 -0.2 0.1 0.0
C -2.926962 -2.319979 -3.043657 0.0 0.0 0.0
C 3.740455 1.051740 -2.568611 0.0 0.0 0.0
C 2.825795 -1.092485 -3.034178 0.0 0.0 0.0
C 1.047357 3.682193 -5.084162 0.0 0.0 0.0
C 5.427300 0.054196 2.051429 0.0 0.0 0.0
C -0.009370 2.820902 4.782479 0.0 0.0 -0.1
C -2.584215 1.891332 -3.409006 0.1 0.0 0.0
C -0.797453 2.564932 3.634122 0.0 0.1 0.1
C 0.063826 -5.411457 -0.638016 0.0 0.0 0.0
C -0.053204 -3.933967 1.721708 0.0 0.0 0.1
C 1.128717 1.439329 2.591210 0.0 -0.1 -0.2
C -2.154728 2.933389 3.514693 0.0 0.0 0.0
C -2.197479 1.968683 1.337292 -0.1 0.0 0.1
C 0.655402 4.964432 -5.453620 0.0 0.0 0.0
C -2.813242 -0.923296 -3.197810 -0.1 -0.1 0.0
C -0.091029 -3.153823 3.005640 0.0 -0.1 -0.1
C -0.124318 3.956517 -3.022304 0.1 0.0 -0.1
C -3.542942 -0.185800 -4.166637 0.0 0.1 0.0
C -3.164270 -2.250896 2.691484 0.0 0.0 0.0
C -3.651622 -3.354364 3.385529 0.0 0.0 0.0
C -1.406017 -2.160287 -1.199768 0.0 0.0 0.0
C -1.134936 -4.716857 1.330317 0.0 0.0 -0.1
C -1.796272 1.193809 -2.450360 -0.1 0.0 0.0
C -3.574917 -2.039171 1.377349 0.0 0.0 0.0
C 4.257315 2.004046 1.214550 -0.1 0.0 0.0
C 3.828922 -0.158215 -3.235936 0.0 0.0 0.0
C -4.901406 -4.045357 1.453653 0.0 0.0 0.0
C -0.534676 5.234978 -3.380911 0.0 0.0 -0.1
C 6.620764 2.101463 1.642948 0.0 0.0 0.0
C 1.087448 -3.897908 0.926879 0.0 0.0 0.0
C 1.140854 -4.619487 -0.256375 0.0 0.0 0.0
C -4.433029 -2.935593 0.760836 0.0 0.0 0.0
C 5.447811 2.716933 1.230978 0.0 0.0 0.0
C -4.517738 -4.247840 2.771040 0.0 0.0 0.0
C 2.664059 1.288105 -1.735598 0.0 0.0 0.0
C 4.259430 0.677655 1.622769 0.1 0.0 0.0
C 1.784111 -0.799727 -2.177379 0.0 0.0 0.0
C -2.859374 2.626266 2.381486 0.1 -0.1 -0.1
C -0.209771 1.890586 2.551354 0.0 0.0 -0.1
C -3.430508 1.197210 -4.248680 0.0 -0.1 0.0
C -1.069417 -5.465194 0.161820 0.0 0.0 0.0
C -1.955048 -0.245204 -2.325747 0.0 0.1 0.0
H -2.271941 -3.997119 -1.878033 0.0 0.0 0.0
H -0.425539 6.732781 -4.905502 0.0 0.0 0.0
H -3.213448 -1.167337 0.844577 0.0 0.0 0.0
H -1.901877 -6.101597 -0.112677 0.0 0.0 0.0
H 7.524848 0.301455 2.384622 0.0 0.0 0.0
H 2.883981 1.360556 3.808494 0.0 0.0 0.0
H -2.023916 -4.758616 1.945788 0.0 0.0 0.0
H 4.660421 -0.377050 -3.891944 0.0 0.0 0.0
H -3.572000 -2.886577 -3.703498 0.0 0.0 0.0
H -4.211140 -0.714539 -4.834271 0.0 0.0 0.0
H 1.936997 -3.304356 1.231234 0.1 0.1 0.0
H 1.647534 3.081991 -5.754161 0.0 0.0 0.0
H -4.018309 1.738091 -4.976900 0.0 0.0 0.0
H 0.119595 -6.005334 -1.541575 0.0 0.0 0.0
H -5.579879 -4.739506 0.976265 0.0 0.0 0.0
H -2.134061 -1.465499 4.426391 0.0 0.0 0.0
H -4.756923 -2.761718 -0.257628 0.0 0.0 0.0
H -0.861522 -2.613498 -0.380766 0.0 0.0 0.0
H -0.444401 3.346151 5.621717 0.0 0.0 0.0
H 0.881856 -3.149449 3.495568 0.0 0.1 0.0
H -4.896367 -5.096505 3.324653 0.0 0.0 0.0
H 2.036215 -4.586706 -0.864037 0.0 0.0 0.0
H -2.630828 3.461193 4.331962 0.0 0.0 0.0
H 2.558604 2.220253 -1.197569 0.0 0.0 -0.1
H 3.332372 2.483287 0.917407 0.0 0.0 0.0
H 5.406813 -0.974514 2.385813 0.0 0.0 0.0
H 5.456588 3.757426 0.935419 0.0 0.0 0.0
H 0.961289 5.360948 -6.412442 0.0 0.0 0.0
H -1.161317 5.817561 -2.719921 0.0 0.0 0.0
H 4.502226 1.809960 -2.680134 0.0 0.0 0.0
H -2.712271 1.725821 0.417175 0.0 0.0 0.0
H -3.366883 -3.509719 4.420202 0.0 0.0 0.0
H -2.519876 2.967561 -3.475220 0.0 0.0 0.0
H -3.899555 2.891789 2.265403 0.0 0.0 0.0
H 1.028349 -1.537227 -1.956910 0.0 0.0 0.0
H -0.832884 -3.550873 3.696018 0.0 0.0 0.0
H 1.899556 2.579752 5.677775 0.0 0.0 0.0
H 7.547061 2.659865 1.653724 0.0 0.0 0.0
H -2.470057 -0.263006 3.187107 0.0 0.0 0.0
H 0.964287 2.172855 -3.562321 0.0 0.0 0.0
```
Forces are in eV/Å.

Summary:
**Energy relative to the best compared isomer or geometry (same formula, charge and spin)**: 0.0 kcal/mol
**⟨S²⟩**: 6.0508
**Charge**: +2
**2S+1**: 5

Results of the Mulliken charge analysis, in e, for atoms 1 through 2: 0.288 -0.128

***

# 2
C49H40F3N2P2S2TeY as an isolated structure at a distorted geometry, computed with the ωB97M-V functional and the def2-TZVPD basis.

XYZ file:
```
100
Properties=species:S:1:pos:R:3:forces:R:3
Te 0.405106 -2.232117 -1.671507 4.4 2.2 -3.5
Y 0.137979 0.157675 0.203086 -0.2 0.5 -0.8
S 0.114150 -1.312878 2.502064 11.2 -9.6 -8.4
S 3.267593 -2.250991 2.759007 -0.6 1.6 -1.8
P -0.767558 2.117662 1.825745 -2.1 -1.1 0.7
P -2.440009 -0.661000 -0.026385 -0.5 1.4 2.2
F 5.171734 5.773880 -5.355375 0.2 -0.4 0.6
F 6.715390 4.319191 -4.874272 -0.4 0.3 0.2
F 6.535049 6.143372 -3.703703 -0.4 -0.6 -0.1
N -2.102232 0.606286 1.523362 0.3 -0.4 -0.7
N 2.158919 -0.759543 0.859787 -0.8 -0.5 1.0
C 0.445035 -5.475504 -4.521870 -0.5 0.3 -0.4
C -0.882091 -2.112637 -3.367385 -0.5 0.6 -0.2
C -2.601971 4.201625 1.701454 -0.1 0.1 0.1
C -4.818526 0.643379 -0.628094 -0.1 0.0 0.0
C 3.669814 3.893299 -3.856029 0.1 0.0 0.2
C -2.883832 4.558733 4.446033 0.2 -0.2 -0.3
C -6.200415 0.781224 -0.783265 0.4 -0.1 0.1
C 4.030381 -0.257452 -0.636410 1.0 -0.2 -0.3
C 6.179330 -1.208537 0.024063 -0.9 0.1 0.3
C 3.459285 -0.844926 0.496420 0.8 0.3 -0.1
C -1.876437 3.367098 2.570892 -0.4 0.5 0.1
C -1.123758 -4.492871 0.528327 -0.1 0.2 0.2
C 5.181584 4.312029 -2.016719 -0.1 0.0 -0.1
C 0.082928 0.084666 3.646295 0.2 1.5 1.1
C 0.248579 -4.315611 -3.758036 -0.6 0.1 -0.7
C 5.585182 -1.789415 1.155487 0.4 0.3 -0.5
C 4.317246 3.634052 -1.151816 0.5 0.3 -0.5
C 1.924195 1.749695 4.905309 0.0 1.7 -0.8
C 1.877232 -1.409025 1.978768 -0.8 -2.0 -1.1
C 1.787987 0.431343 5.327288 -1.3 -1.7 -0.5
C -6.507377 -1.467787 0.018768 0.3 0.2 -0.1
C -2.319985 -2.561556 2.134653 -0.3 -0.8 0.2
C 4.863300 4.455833 -3.376409 -0.3 -0.2 0.3
C 4.227604 -1.598226 1.376069 0.7 -0.7 0.9
C -4.254869 -0.548604 -0.136611 -0.5 0.0 -0.2
C 2.805388 3.215265 -2.991347 0.4 0.3 -0.5
C 0.181132 1.414042 3.220130 -0.6 1.9 -0.7
C -0.675071 -3.347303 -4.183278 0.2 -0.8 -0.3
C -2.060486 -2.246459 0.795643 -0.8 -0.8 0.0
C -1.454817 -3.240213 0.002126 -2.1 -0.9 0.8
C 2.238877 2.386829 -0.748415 1.9 1.7 -1.6
C 1.133264 2.232548 3.858280 0.6 -0.4 0.5
C -3.455829 5.192428 2.194994 0.2 -0.3 0.0
C -2.031639 3.566214 3.951424 -0.1 0.1 0.1
C -1.396608 -3.544537 -5.369750 0.4 -0.6 0.0
C -1.391217 -4.779502 1.861589 0.2 0.2 -0.1
C -0.277130 -5.666875 -5.703689 0.0 0.4 0.4
C -7.045134 -0.274405 -0.455398 0.1 -0.1 0.1
C 5.399891 -0.442544 -0.871062 -0.5 -0.4 0.7
C -5.123285 -1.606926 0.167178 -0.1 -0.1 0.1
C -3.595197 5.371141 3.567981 0.1 -0.1 0.0
C 0.870455 -0.401982 4.695504 1.4 0.7 3.5
C 3.125649 3.084052 -1.635938 -0.2 -0.1 0.2
C 1.501802 1.806695 -0.010593 0.1 0.4 1.0
C 1.015726 -4.102482 -2.493599 0.6 -0.8 0.6
C -1.989210 -3.813927 2.665493 -0.3 0.4 -0.2
C -1.196586 -4.702758 -6.127117 0.2 0.2 0.5
C -3.296746 0.785065 2.377566 0.2 -0.3 0.0
C 5.808982 5.167034 -4.315857 0.3 0.4 -0.3
H -0.654402 -5.240031 -0.106846 -0.2 0.1 0.1
H -1.229261 -3.046537 -1.045320 -2.4 -1.1 1.4
H -2.511749 4.082065 0.623223 0.1 0.0 0.1
H 7.234797 -1.348571 -0.160715 0.0 0.0 0.0
H -1.754507 -4.853168 -7.042298 0.0 0.0 0.0
H -0.124030 -6.562585 -6.291626 0.0 0.0 0.0
H -6.612614 1.711622 -1.164764 0.1 -0.1 0.1
H 2.650630 2.402451 5.381684 -0.1 -0.1 -0.1
H -1.132736 -5.750570 2.274753 0.0 0.1 -0.1
H -2.111067 -2.803201 -5.705584 0.0 0.0 0.1
H -3.926193 -0.105719 2.435175 0.1 -0.1 -0.3
H -4.177786 1.482068 -0.896393 0.0 -0.2 0.1
H 6.175826 -2.378544 1.847335 0.0 0.0 -0.1
H 5.869084 0.000440 -1.740083 -0.1 0.0 0.0
H -3.011215 0.977595 3.416422 0.2 0.2 -0.1
H -0.617118 -1.222902 -3.976436 -0.3 -0.4 0.7
H -1.939664 -2.068814 -3.031994 0.5 0.3 -0.1
H -0.423669 1.020276 -1.569551 -0.2 -0.5 -0.2
H 6.107764 4.731136 -1.623968 -0.2 -0.1 -0.1
H 4.582155 3.537418 -0.099978 -0.2 0.0 -0.3
H -2.990010 4.693236 5.519454 0.0 -0.1 -0.2
H -2.198827 -4.030176 3.709563 0.0 0.1 -0.2
H 2.101281 -4.073208 -2.724786 -0.7 0.0 0.5
H -1.504443 2.945215 4.671080 0.1 0.0 -0.3
H 3.425835 0.330001 -1.320546 0.1 -0.2 0.2
H -2.781596 -1.843198 2.801456 0.0 0.1 -0.1
H 0.779447 -4.919740 -1.780150 0.4 0.5 -0.3
H -4.743018 -2.561978 0.520172 0.1 0.2 0.0
H 0.771881 -1.439362 5.005073 0.0 0.1 -0.1
H 1.271469 3.264970 3.540187 -0.1 -0.1 0.0
H -8.120048 -0.170883 -0.576821 0.2 0.0 0.0
H -4.009792 5.823322 1.504954 0.1 -0.1 0.1
H -0.595539 -0.605444 3.158981 -9.5 6.8 7.3
H -4.257351 6.141606 3.953922 0.1 -0.1 -0.1
H -3.929576 1.601025 2.015910 0.0 0.0 0.2
H 3.407090 3.983155 -4.909875 0.1 0.0 0.3
H -7.163039 -2.298554 0.267005 0.1 0.1 0.0
H 1.883106 2.789799 -3.384003 0.2 0.1 0.2
H 2.404846 0.049861 6.136249 -0.1 -0.1 -0.1
H 1.155280 -6.227835 -4.201719 0.0 0.0 0.0
```
Forces are in eV/Å.

Summary:
**Charge**: 0

Results of the Mulliken charge analysis, in e, for atoms 1 through 2: -0.018 -1.380

***

E / hartree: -6404.20192 -4085.28171